[1]
# C4H32NO12

A molecular structure, C4H32NO12 in a non-equilibrium geometry (ωB97M-V with the def2-TZVPD basis set, OMol25).

ORCA input file:
```
! wB97M-V def2-TZVPD RIJCOSX def2/J DEFGRID3
* xyz -1 1
O 3.06501 2.88519 -0.27906
O 0.90583 2.09893 -3.40599
O -4.18533 -2.64014 0.77542
O -2.80485 1.45863 -1.22514
O 0.41252 2.66040 0.64670
O -2.76780 0.55546 1.31593
O 2.37350 0.38545 0.98250
O 3.05784 0.17391 -2.30746
O 2.58215 1.44849 3.45264
O -0.40490 -0.00169 0.96932
O -2.57682 -1.26275 -0.86621
O -1.02163 3.62930 -1.58689
N 0.49126 -1.08176 -1.38500
C -0.06675 -1.04029 1.91989
C -0.26933 -2.43529 1.38671
C 0.50328 -2.52883 -1.14455
C 0.83356 -2.87974 0.30241
H -0.20713 1.94428 0.42828
H 0.17160 2.70686 -3.25415
H 2.75242 1.07731 -2.44420
H 0.00049 -0.67275 -0.58303
H -0.37684 -3.07616 -1.48727
H 2.25946 2.79459 0.22147
H -4.22410 -1.94102 1.43074
H -2.95696 0.60670 -1.64538
H 1.41024 2.09212 -2.60237
H 3.14240 0.34013 0.41874
H -0.86638 3.29602 -0.69530
H 0.01137 -0.88609 -2.23608
H 0.91432 -3.95717 0.45805
H 3.42525 2.03667 -0.49478
H 1.71048 0.00187 0.38801
H 2.57329 0.54071 3.75105
H -0.28680 -3.19527 2.16524
H -1.55020 2.85681 -1.86668
H -2.77970 1.15219 -0.27623
H 0.95249 -0.89286 2.24589
H -1.63383 0.23063 1.09185
H -0.79742 -0.80354 2.70513
H -1.14576 -2.45262 0.74040
H 2.36215 1.49959 2.51294
H -3.34433 -3.08999 0.72922
H 1.80152 -2.43441 0.55706
H 0.62155 2.37053 1.54531
H -3.28109 -0.96789 -0.29153
H 1.36395 -2.85624 -1.75126
H -1.72733 -0.90457 -0.61009
H -2.62914 1.45419 1.63084
H 2.20647 -0.29593 -2.33308
*
```

## Properties
energy relative to the best compared isomer or geometry (same formula, charge and spin)	1.461	eV
gap between HOMO and LUMO	9.418	eV
largest force on an atom	2.57	eV/Å



[2]
# C4H7NO

C4H7NO in the gas phase (ωB97M-V with the def2-TZVPD basis set, OMol25).

ORCA input file:
```
! wB97M-V def2-TZVPD RIJCOSX def2/J DEFGRID3
* xyz 0 1
O 3.06748 0.18103 0.22879
N -1.06255 0.98892 -0.23291
C 0.83654 -0.64927 -0.24500
C -0.37465 -0.10955 0.48706
C 1.96097 0.37374 -0.21394
C -1.75058 -0.29663 -0.01850
H 1.23863 -1.57919 0.19468
H -2.59093 -0.27523 0.68367
H -1.86785 -0.90749 -0.90617
H -0.27182 -0.01715 1.55595
H 1.67689 1.38655 -0.62714
H -1.42316 1.69092 0.39182
H 0.56103 -0.78665 -1.29829
*
```

## Properties
energy relative to the best compared isomer or geometry (same formula, charge and spin)	2.107	eV
gap between HOMO and LUMO	10.508	eV
structure (SMILES)	O=CC[C@@H]1CN1
largest force on an atom	0.76	eV/Å



[3]
# C18H16FN3O

C18H16FN3O in the gas phase in a non-equilibrium geometry (ωB97M-V with the def2-TZVPD basis set, OMol25).

ORCA input file:
```
! wB97M-V def2-TZVPD RIJCOSX def2/J DEFGRID3
* xyz 0 1
F -7.24560 -1.27274 0.88623
O -4.02310 -0.95892 -1.06098
N 2.12349 0.23741 -0.22231
N 5.68248 0.23742 0.34581
N 1.43558 2.57408 0.01180
C -1.81806 -0.92907 -0.63777
C -2.65682 1.00779 -0.37407
C -2.88117 -0.31207 -0.64647
C 6.61224 -0.69964 0.46678
C 4.17281 -1.85532 -0.11912
C 4.33108 -0.22592 0.24443
C -0.43351 -0.73158 -0.47226
C 3.69169 1.87695 0.33249
C 3.30603 0.65193 0.21681
C 6.49285 -1.94203 -0.14420
C 5.28948 -2.55538 -0.12175
C 2.52928 2.84015 0.34212
C 1.17678 1.24305 -0.05957
C -5.47655 0.49529 0.50057
C -5.15003 -0.00566 -0.92113
C -1.29317 1.59425 -0.47044
C -5.94279 -0.83315 1.29637
C -0.26195 0.70129 -0.39882
H -6.42708 1.13036 0.30206
H 2.64853 4.01000 0.51586
H 0.37206 -1.56396 -0.54344
H -6.28086 -0.55210 2.37381
H -4.75896 1.05821 1.10231
H -1.09753 2.60016 -0.35377
H -3.33233 1.90291 -0.55182
H 4.94015 -3.66722 -0.15694
H -6.00420 -0.71815 -1.37689
H 4.62088 2.36940 0.33896
H -2.08168 -2.08092 -0.88596
H 7.67239 -0.22411 0.41051
H 3.17686 -1.80979 -0.30725
H 7.37258 -2.82441 0.18107
H -5.38327 -1.62605 1.46158
H -5.09859 0.85756 -1.50463
*
```

## Properties
energy relative to the best compared isomer or geometry (same formula, charge and spin)	11.444	eV
gap between HOMO and LUMO	7.946	eV
structure (SMILES)	FCCCOc1ccc(-c2nccc(-c3ccccn3)n2)cc1
largest force on an atom	15.99	eV/Å



[4]
# C32H68NO16

9 unconnected molecules or ions with the total composition C32H68NO16 in a non-equilibrium geometry (ωB97M-V with the def2-TZVPD basis set, OMol25).

ORCA input file:
```
! wB97M-V def2-TZVPD RIJCOSX def2/J DEFGRID3
* xyz 1 1
O -6.25968 -35.33610 11.22056
O -3.16245 -37.49857 7.33262
O -7.30839 -39.48764 9.06321
O -12.77974 -35.88864 9.86200
O -8.88168 -38.83974 11.64636
O -7.99401 -32.41167 7.22852
O -11.21824 -37.26934 8.74554
O -4.94820 -34.51947 12.91029
O -4.19858 -31.72697 9.35456
O -3.23008 -30.06701 8.17967
O -8.62909 -36.70540 6.63292
O -8.80978 -33.75632 8.91842
O -10.93645 -39.66238 12.24950
O -8.90766 -37.82045 4.66362
O -5.09066 -36.98193 8.40928
O -8.98344 -41.04185 8.64277
N -8.23776 -36.69817 9.58716
C -3.16348 -36.52022 6.30082
C -4.57452 -36.71704 12.38720
C -8.02791 -33.36335 6.17104
C -3.69497 -29.76150 10.48441
C -1.79092 -36.68030 5.40866
C -8.20752 -37.31913 5.60951
C -4.94022 -33.85288 8.68549
C -8.20920 -31.54227 9.47970
C -4.47954 -32.48852 8.17183
C -4.34150 -32.34651 13.58993
C -10.33976 -37.54158 4.61003
C -10.68876 -37.75774 3.18013
C -10.91410 -41.08257 7.19793
C -11.17064 -40.32024 10.98452
C -7.97943 -32.50832 4.81734
C -4.17119 -37.61314 8.26639
C -11.78034 -36.16904 8.89032
C -11.54495 -35.12341 7.77940
C -9.52936 -40.37358 7.51049
C -5.19511 -33.16910 12.66196
C -7.86313 -40.55636 9.34352
C -3.92488 -38.79387 9.28353
C -8.32427 -32.71139 8.50643
C -6.72522 -37.53939 5.43928
C -14.33587 -36.32940 11.52384
C -9.74086 -38.11099 13.79433
C -9.75139 -38.93036 12.52504
C -12.65582 -40.87379 11.02369
C -7.36179 -41.61143 10.42177
C -5.41632 -35.48848 12.10337
C -3.66746 -30.47207 9.23288
C -13.14360 -36.85787 10.81642
H -14.54564 -37.29640 12.30240
H -2.83126 -29.98664 11.12818
H -6.21938 -32.73817 12.50479
H -4.78259 -34.55718 7.81931
H -10.75906 -38.20934 5.18896
H -9.87679 -38.77073 14.54265
H -10.64745 -38.86895 2.91882
H -8.90600 -36.22287 10.37550
H -11.39550 -34.21322 8.37963
H -1.66511 -37.65307 5.03472
H -3.75094 -36.96328 5.36929
H -6.20518 -36.92369 6.14798
H -3.78502 -28.75730 10.20097
H -10.82345 -42.14305 6.65735
H -3.61284 -36.80179 11.94786
H -10.20934 -37.13848 2.40658
H -8.98810 -37.10342 13.77014
H -4.55274 -29.96972 11.21274
H -3.65415 -32.30703 7.62444
H -10.97956 -39.81785 10.29640
H -12.30426 -35.12556 7.03352
H -4.52221 -36.59618 13.43524
H -7.80804 -37.47331 10.10754
H -10.70662 -37.72185 13.78918
H -4.83142 -32.61719 14.59774
H -11.76760 -37.45527 3.08482
H -13.47688 -40.07425 11.22500
H -11.82681 -40.95165 7.86768
H -6.25553 -38.48906 5.95311
H -7.26616 -31.21223 9.71133
H -8.00342 -41.45583 11.25736
H -5.93432 -33.82201 8.95909
H -8.79245 -31.79042 4.60625
H -7.87071 -33.15409 3.99309
H -9.07690 -33.79478 6.25093
H -7.22935 -34.11195 6.16962
H -1.75674 -36.11378 4.61715
H -4.25158 -34.23149 9.30657
H -7.08794 -31.83258 4.93177
H -6.27345 -41.50422 10.53974
H -7.43557 -42.62276 10.20456
H -6.46213 -37.31692 4.42592
H -4.75743 -39.07941 9.88021
H -4.53646 -31.20299 13.50603
H -8.52208 -31.89219 10.45189
H -8.78889 -40.64165 6.72441
H -13.39248 -37.79692 10.42626
H -3.24044 -38.26613 9.87510
H -10.54341 -36.54005 4.73518
H -8.84797 -30.75631 9.22640
H -15.09378 -36.04536 10.83198
H -9.69325 -39.26569 7.50158
H -3.40966 -35.54342 6.57016
H -10.63004 -35.40308 7.16095
H -8.69453 -37.32883 8.96891
H -12.86326 -41.65350 11.74373
H -5.27633 -37.56097 12.30501
H -10.52225 -41.22792 10.99003
H -0.87271 -36.39491 5.94121
H -12.16515 -37.05952 11.32213
H -5.15981 -31.86385 7.54439
H -11.38810 -40.72191 6.28889
H -14.24265 -35.60369 12.26827
H -7.52735 -36.19386 9.01586
H -4.75842 -33.20178 11.56407
H -3.22689 -32.49047 13.44776
H -12.94884 -41.60234 10.25340
H -3.36083 -39.66788 8.81971
*
```

## Properties
energy relative to the best compared isomer or geometry (same formula, charge and spin)	0.000	eV
gap between HOMO and LUMO	10.351	eV
largest force on an atom	15.81	eV/Å



[5]
# C9H50NO17

17 unconnected molecules or ions with the total composition C9H50NO17 in a non-equilibrium geometry (ωB97M-V with the def2-TZVPD basis set, OMol25).

ORCA input file:
```
! wB97M-V def2-TZVPD RIJCOSX def2/J DEFGRID3
* xyz -1 1
O -31.70645 -10.63458 9.55034
O -29.19047 -6.84966 11.10891
O -35.99981 -3.01261 10.59116
O -32.30476 -4.51265 7.71612
O -32.56059 -3.74230 19.07787
O -35.69529 -13.42858 14.36115
O -29.92121 -6.61578 20.11424
O -29.50225 -1.68776 11.55872
O -29.34142 -9.79402 6.21858
O -20.15797 -8.82933 13.74500
O -27.17264 -3.33263 7.51759
O -21.67182 -7.02350 17.17468
O -29.27351 -10.72066 20.63531
O -34.60499 -2.92751 15.47585
O -36.90947 -10.05901 11.39793
O -25.55167 -7.04174 18.88456
O -22.60157 -2.73915 14.75511
N -29.03194 -7.77818 12.25488
C -27.21786 -9.08274 11.27285
C -30.00270 -8.67110 14.31848
C -27.69603 -8.34348 12.51940
C -27.77275 -9.56069 13.51596
C -31.28452 -7.19382 13.06030
C -29.83767 -7.42950 13.42925
C -28.67380 -9.29308 14.73000
C -26.67011 -7.25225 12.94327
C -29.32580 -6.21773 14.25784
H -25.73514 -7.96768 18.72581
H -34.94771 -13.14191 13.83657
H -28.40108 -10.86420 20.26855
H -22.60071 -1.92982 15.26619
H -33.88710 -3.46341 15.13871
H -32.16250 -3.02493 19.57096
H -35.77913 -3.02919 11.52242
H -29.49370 -1.46029 12.48846
H -32.03173 -7.01076 13.83249
H -29.68900 -11.58263 20.61065
H -29.11220 -6.36231 19.66986
H -36.07921 -12.61777 14.69498
H -26.93639 -2.59553 8.08073
H -27.05326 -8.41065 10.43065
H -31.31896 -6.28831 12.45451
H -25.64559 -7.47391 12.64439
H -28.83755 -9.08054 6.61009
H -28.05532 -10.49900 13.03865
H -26.54361 -7.12536 14.01844
H -31.70700 -7.94850 12.39691
H -31.99645 -4.49561 19.25250
H -27.96996 -9.80208 10.94885
H -31.76425 -3.93113 7.18140
H -30.09020 -5.50596 14.56959
H -28.87906 -6.61186 15.17063
H -20.77157 -9.55959 13.82524
H -19.39898 -9.20182 13.29621
H -29.90763 -10.10397 6.92537
H -28.74675 -10.26715 15.21369
H -35.80493 -3.89748 10.28256
H -37.26449 -9.24168 11.04840
H -30.61473 -8.42347 15.18578
H -27.64267 -3.93451 8.09469
H -31.05706 -10.10423 10.01214
H -29.82402 -2.58894 11.53510
H -28.64932 -5.59156 13.67614
H -26.82264 -9.87478 13.94808
H -24.73729 -6.87373 18.41042
H -30.41184 -9.51965 13.77014
H -26.92076 -6.29068 12.49533
H -29.86106 -7.56741 20.19791
H -35.97461 -10.02035 11.19601
H -21.45060 -7.40689 16.32598
H -34.41126 -2.82555 16.40768
H -28.06592 -8.65442 15.37084
H -23.51422 -3.02764 14.76402
H -21.21875 -7.57494 17.81255
H -31.69811 -4.88091 8.35846
H -26.31233 -9.66040 11.45841
H -32.23908 -9.99913 9.07207
*
```

## Properties
energy relative to the best compared isomer or geometry (same formula, charge and spin)	3.819	eV
gap between HOMO and LUMO	4.134	eV
largest force on an atom	2.65	eV/Å



[6]
# C16H18BF4N5O4S4Zr

A molecular structure, C16H18BF4N5O4S4Zr in a non-equilibrium geometry (ωB97M-V with the def2-TZVPD basis set, OMol25).

ORCA input file:
```
! wB97M-V def2-TZVPD RIJCOSX def2/J DEFGRID3
* xyz 0 1
Zr -0.30362 -0.49870 -0.40903
S 1.98950 -2.00440 0.74268
S -1.41178 3.50599 -3.37862
S 2.33944 -0.39320 -0.43799
S -2.43434 1.02482 -1.88009
F -2.23771 -1.60670 -0.54691
F -4.06281 -1.03828 0.81439
F -1.94419 -0.03356 1.01813
F -2.29811 -2.23437 1.67605
O 2.24988 -3.22342 0.02866
O 0.41619 -1.81193 0.86608
O 2.55568 -1.86799 2.04699
O -0.03818 1.56797 -0.02267
N 0.11023 0.11992 -2.59567
N -0.06786 1.39454 -3.11922
N 0.34984 0.50953 2.72292
N 0.00719 -2.34812 -1.83200
N 0.76276 2.95926 1.52484
C -0.05308 -0.42404 3.57738
C -3.18505 3.78215 -3.32217
C -1.39528 3.44808 0.58024
C 2.33020 0.80235 4.02258
C 0.82133 -2.08056 -2.86835
C 0.45426 -4.66597 -2.12580
C 1.90581 2.14772 1.92302
C 1.32312 -4.37856 -3.15694
C -0.15974 -3.61514 -1.46355
C 0.68804 -0.80019 4.68766
C 1.51256 -3.05469 -3.53917
C 1.90749 -0.17766 4.90720
C -0.16971 2.59303 0.67509
C 1.51354 1.10849 2.94615
C -1.22395 1.86846 -2.74932
C 0.79729 -0.67606 -3.29943
B -2.73719 -1.27863 0.80837
H -1.00484 -0.89646 3.35619
H 2.52522 -0.45475 5.75204
H -0.80158 -3.78330 -0.61047
H 0.54572 3.77168 2.07976
H -3.60132 3.41771 -2.38528
H 0.27611 -5.68048 -1.79941
H -1.12170 4.50152 0.51622
H -3.68229 3.29664 -4.15864
H 2.30443 1.66190 1.04186
H 1.85228 -5.17315 -3.66715
H 2.66586 2.81529 2.32362
H -3.31948 4.86137 -3.39133
H -1.99114 3.28597 1.48185
H 3.27747 1.31212 4.15630
H 2.17772 -2.78335 -4.34812
H 1.24571 -0.34958 -4.23173
H 0.32040 -1.57407 5.34855
H -1.98035 3.15083 -0.28578
*
```

## Properties
gap between HOMO and LUMO	7.162	eV
largest force on an atom	2.59	eV/Å



What is the gap between HOMO and LUMO in the fourth record?
10.351 eV